The following is a DFT calculation (ωB97M-V/def2-TZVPD) of the ion C4H8N5O with charge +1.

The geometry in XYZ format:
```
18
Properties=species:S:1:pos:R:3
N 1.781 -1.777 0.575
C 1.465 -0.949 -0.485
O 1.190 -1.386 -1.574
C 1.506 0.541 -0.234
C 0.440 0.999 0.786
C -0.889 0.886 0.145
N -1.562 1.876 -0.448
N -2.659 1.389 -0.963
N -2.689 0.122 -0.706
N -1.604 -0.232 -0.010
H 1.648 -1.390 1.498
H 1.331 -2.682 0.500
H 2.498 0.861 0.075
H 1.260 0.998 -1.189
H 0.593 2.045 1.032
H 0.462 0.414 1.702
H -3.404 -0.540 -0.989
H -1.368 -1.172 0.285
```

Calculated values
Orbital gap ... 8.86 eV
E_HOMO ... -13.8825 eV
Structure (SMILES) ... NC(=O)CCc1nn[nH][nH+]1
Energy above the lowest of the compared OMol25 structures with the same formula, charge and spin ... 103.9 kJ/mol
Net charge ... +1

---

The following is a DFT calculation (ωB97M-V/def2-TZVPD) of the ion C4H8N5OS with charge +1.

The geometry in XYZ format:
```
19
Properties=species:S:1:pos:R:3
C 1.057 1.579 0.452
C 0.203 0.371 -1.449
C 0.037 -1.934 1.469
C -0.461 -0.767 -0.768
N -1.079 1.140 1.499
N -1.232 -0.028 1.412
N -0.147 1.953 1.113
N -0.039 0.522 -2.742
N -0.193 -0.781 0.675
O 0.976 1.320 -0.916
S 2.477 1.540 1.215
H -0.863 -2.421 1.628
H 0.854 -2.593 1.044
H 0.423 -1.704 2.512
H 0.053 -1.614 -1.278
H -1.517 -0.598 -0.985
H -0.497 2.968 1.408
H -0.488 -0.265 -3.135
H 0.435 1.311 -3.155
```

Calculated values
Orbital gap (alpha / beta) ... 6.84 / 5.66 eV
Spin multiplicity ... 3
E_HOMO (alpha / beta) ... -11.0472 / -12.4437 eV
Net charge ... +1

---

The following is a DFT calculation (ωB97M-V/def2-TZVPD) of a structure of composition C4H8N5S.

The geometry in XYZ format:
```
18
Properties=species:S:1:pos:R:3
C 2.514 -1.097 -1.130
C -2.619 -1.178 1.264
C -0.984 0.913 -0.749
C 0.893 1.307 0.758
N 3.579 -0.620 -0.397
N 1.399 -0.531 -0.797
N 3.098 0.283 0.330
N 1.776 0.422 0.130
N -0.304 1.478 0.282
S -2.866 -0.391 -0.200
H 2.560 -1.928 -1.802
H -1.985 -2.069 1.101
H -2.963 -0.639 2.098
H -1.701 1.542 -1.227
H -0.374 0.274 -1.393
H 1.246 1.860 1.694
H -2.356 -1.440 -0.878
H -0.915 1.814 0.915
```

Calculated values
Orbital gap (alpha / beta) ... 6.56 / 6.82 eV
E_HOMO (alpha / beta) ... -11.8247 / -12.1795 eV
Energy above the lowest of the compared OMol25 structures with the same formula, charge and spin ... 585.3 kJ/mol
Net charge ... +1

---

| no. | strongest force on any atom (eV/A) |
| --- | --- |
| 1 | 1.066 |
| 2 | 4.249 |
| 3 | 4.366 |